{
  "formula": "C72H173N11O20",
  "method": "ωB97M-V/def2-TZVPD",
  "species": ["C", "C", "C", "C", "C", "C", "N", "O", "C", "C", "C", "H", "H", "H", "H", "H", "H", "H", "H", "H", "H", "H", "H", "H", "H", "H", "H", "H", "H", "H", "C", "C", "C", "C", "C", "C", "N", "O", "C", "C", "C", "H", "H", "H", "H", "H", "H", "H", "H", "H", "H", "H", "H", "H", "H", "H", "H", "H", "H", "H", "C", "O", "C", "C", "N", "C", "C", "O", "C", "H", "H", "H", "H", "H", "H", "H", "H", "H", "H", "H", "H", "H", "H", "H", "C", "O", "C", "C", "N", "C", "C", "O", "C", "H", "H", "H", "H", "H", "H", "H", "H", "H", "H", "H", "H", "H", "H", "H", "C", "O", "C", "C", "N", "C", "C", "O", "C", "H", "H", "H", "H", "H", "H", "H", "H", "H", "H", "H", "H", "H", "H", "H", "C", "O", "C", "C", "N", "C", "C", "O", "C", "H", "H", "H", "H", "H", "H", "H", "H", "H", "H", "H", "H", "H", "H", "H", "C", "O", "C", "C", "N", "C", "C", "O", "C", "H", "H", "H", "H", "H", "H", "H", "H", "H", "H", "H", "H", "H", "H", "H", "C", "O", "C", "C", "N", "C", "C", "O", "C", "H", "H", "H", "H", "H", "H", "H", "H", "H", "H", "H", "H", "H", "H", "H", "C", "O", "C", "C", "N", "C", "C", "O", "C", "H", "H", "H", "H", "H", "H", "H", "H", "H", "H", "H", "H", "H", "H", "H", "C", "O", "C", "C", "N", "C", "C", "O", "C", "H", "H", "H", "H", "H", "H", "H", "H", "H", "H", "H", "H", "H", "H", "H", "C", "O", "C", "C", "N", "C", "C", "O", "C", "H", "H", "H", "H", "H", "H", "H", "H", "H", "H", "H", "H", "H", "H", "H"],
  "positions_angstrom": [[4.3282, -6.3983, 2.1622], [3.1474, -6.5519, 3.0357], [3.0775, -5.3719, 4.0585], [2.7326, -4.0209, 3.5093], [1.3690, -4.2015, 2.8552], [1.3999, -5.2808, 1.6805], [1.9268, -6.5342, 2.2241], [1.9037, -7.5732, 1.2754], [-0.0763, -5.3395, 1.2706], [2.1487, -4.6104, 0.4383], [3.2690, -7.8644, 3.9028], [5.2046, -6.2383, 2.7903], [4.2952, -5.4908, 1.5593], [4.5003, -7.3105, 1.5908], [2.3521, -5.5253, 4.8575], [4.0791, -5.3153, 4.4847], [3.4514, -3.7935, 2.7221], [2.7621, -3.2450, 4.2743], [1.0568, -3.2612, 2.4008], [0.6387, -4.5327, 3.5935], [-0.2700, -6.1691, 0.5907], [-0.7106, -5.5522, 2.1312], [-0.4498, -4.3983, 0.8671], [3.0783, -4.0430, 0.4835], [2.4723, -5.4125, -0.2250], [1.4530, -3.9490, -0.0781], [2.4078, -7.9521, 4.5651], [4.1970, -7.9181, 4.4720], [3.2121, -8.7772, 3.3097], [1.0863, -8.0431, 1.4562], [-5.3722, -3.0144, -11.8501], [-4.2191, -2.0225, -11.8359], [-3.4632, -2.1439, -10.4305], [-2.1220, -1.3804, -10.4063], [-1.1621, -1.8280, -11.5917], [-1.8010, -1.7846, -12.9493], [-3.1990, -2.3127, -12.9089], [-3.8185, -2.2570, -14.1867], [-1.7257, -0.3457, -13.4226], [-0.8888, -2.6232, -13.8201], [-4.8662, -0.5939, -11.8686], [-5.9248, -2.8621, -10.9231], [-5.1187, -4.0727, -11.9130], [-5.9712, -2.6953, -12.7030], [-4.0115, -1.7556, -9.5722], [-3.3594, -3.1812, -10.1121], [-1.6068, -1.6637, -9.4885], [-2.2649, -0.3074, -10.2787], [-0.7636, -2.7946, -11.2837], [-0.2884, -1.1764, -11.5869], [-2.3281, 0.3686, -12.8614], [-0.7313, 0.0228, -13.6746], [-2.2215, -0.2504, -14.3886], [-0.8237, -3.6977, -13.6494], [-1.1718, -2.6606, -14.8721], [0.1524, -2.3183, -13.7159], [-4.1236, 0.1652, -11.6226], [-5.6910, -0.5221, -11.1597], [-5.2226, -0.3462, -12.8684], [-3.7471, -3.1904, -14.3996], [11.2882, -1.0170, -0.7357], [9.9149, -1.1190, -1.0700], [9.4094, -2.4732, -0.8804], [9.8511, -3.5424, -1.9324], [11.1047, -4.2558, -1.5835], [10.9148, -5.3498, -0.5814], [12.1165, -6.3363, -0.6061], [12.4232, -6.6319, -2.0123], [13.2544, -7.7983, -2.0696], [11.8646, -1.7887, -1.2459], [11.4919, -1.1721, 0.3238], [11.5147, -0.0126, -1.0935], [8.3332, -2.3223, -0.9648], [9.6412, -2.8257, 0.1247], [10.0478, -2.9296, -2.8121], [9.0657, -4.2338, -2.2379], [11.5876, -4.6008, -2.4007], [10.0003, -5.8452, -0.9072], [10.6666, -4.8587, 0.3595], [11.9083, -7.3046, -0.1510], [12.9344, -5.8310, -0.0925], [13.7267, -8.0132, -3.0282], [12.6805, -8.6939, -1.8318], [14.1276, -7.7020, -1.4244], [2.1600, -11.7929, -9.3040], [3.3281, -11.7743, -10.0598], [4.4585, -10.9291, -9.6081], [4.3276, -9.4742, -9.8537], [3.9675, -8.6153, -8.7309], [3.9041, -7.2120, -8.9386], [3.8459, -6.4463, -7.6526], [3.5524, -5.0577, -8.0380], [3.7178, -4.1766, -6.9765], [1.8360, -10.7523, -9.2855], [2.3288, -12.2206, -8.3157], [1.4146, -12.4216, -9.7910], [5.1826, -11.3457, -10.3082], [4.8844, -11.1145, -8.6220], [3.6473, -9.2126, -10.6642], [5.3285, -9.2511, -10.2233], [4.4855, -8.8497, -7.8961], [2.9257, -7.1689, -9.4171], [4.6578, -6.8471, -9.6364], [4.8129, -6.5708, -7.1653], [3.1497, -6.9765, -7.0027], [4.7728, -4.1848, -6.7025], [3.0672, -4.5822, -6.2016], [3.4023, -3.1665, -7.2377], [6.5526, 2.2667, 6.3000], [5.9596, 2.2600, 7.5338], [4.5992, 2.7035, 7.3438], [3.9124, 2.7350, 8.7409], [4.4569, 3.8509, 9.5379], [3.8693, 3.8834, 10.8785], [4.4346, 2.6920, 11.6985], [3.8291, 2.7126, 12.9955], [4.0544, 1.6433, 13.8196], [6.0796, 1.5537, 5.6246], [7.5638, 1.8734, 6.4046], [6.5734, 3.2670, 5.8676], [4.0150, 2.0385, 6.7077], [4.6026, 3.6793, 6.8581], [4.1180, 1.7381, 9.1308], [2.8249, 2.6921, 8.6808], [5.4471, 3.8869, 9.7335], [2.7823, 3.8436, 10.8076], [4.1575, 4.8355, 11.3241], [5.5177, 2.7396, 11.8111], [4.2929, 1.7326, 11.2008], [3.5480, 0.8164, 13.3216], [3.6952, 1.7825, 14.8392], [5.1266, 1.4660, 13.9037], [-7.0535, -6.0636, -2.7463], [-7.8364, -7.1184, -2.2133], [-7.0293, -8.1756, -1.8400], [-7.7960, -8.8440, -0.6287], [-6.9632, -9.6953, 0.2054], [-7.5725, -10.4027, 1.3200], [-8.2473, -9.6006, 2.4441], [-8.6317, -10.4258, 3.5166], [-9.0892, -9.6615, 4.5815], [-7.5897, -5.2283, -3.1967], [-6.3793, -6.4807, -3.4943], [-6.3799, -5.6368, -2.0032], [-6.0618, -7.7502, -1.5733], [-6.8491, -8.7697, -2.7359], [-8.6195, -9.4222, -1.0477], [-8.2675, -8.0711, -0.0218], [-6.4604, -10.3385, -0.3893], [-6.8429, -11.0294, 1.8328], [-8.3053, -11.0883, 0.8946], [-9.1694, -9.2091, 2.0146], [-7.4919, -8.8793, 2.7560], [-8.2976, -8.9246, 4.7172], [-9.1076, -10.3765, 5.4040], [-10.0535, -9.2001, 4.3682], [-2.5961, -1.3947, 8.5392], [-3.2355, -0.5458, 7.6064], [-2.6692, 0.7908, 7.4063], [-3.6105, 1.5811, 6.4699], [-4.8761, 1.9392, 7.1731], [-5.8900, 2.6366, 6.3572], [-5.2903, 3.8720, 5.6544], [-6.2521, 4.7825, 5.1460], [-7.1008, 5.4007, 6.0902], [-1.6482, -1.7908, 8.1749], [-3.2839, -2.2394, 8.5805], [-2.5233, -0.8936, 9.5045], [-1.6521, 0.7221, 7.0202], [-2.6487, 1.2523, 8.3936], [-3.8139, 1.0415, 5.5449], [-3.1084, 2.5316, 6.2899], [-5.2635, 1.0352, 7.4029], [-6.8137, 2.8379, 6.8998], [-6.2571, 1.9365, 5.6067], [-4.6737, 3.4645, 4.8533], [-4.5481, 4.3906, 6.2614], [-7.4350, 6.3694, 5.7187], [-6.6050, 5.6255, 7.0346], [-7.9634, 4.7569, 6.2621], [-1.6659, 9.1778, 9.0917], [-0.7503, 9.8028, 8.1737], [-0.1256, 8.9098, 7.1937], [1.0363, 9.6151, 6.5140], [0.7457, 10.2838, 5.2317], [-0.1715, 11.4352, 5.2493], [-0.7186, 11.5963, 3.8520], [-1.4420, 10.4561, 3.2215], [-2.7081, 10.1465, 3.8574], [-2.4327, 8.5680, 8.6138], [-2.2178, 9.8843, 9.7116], [-1.1779, 8.4835, 9.7757], [-0.8651, 8.5206, 6.4938], [0.2792, 8.0797, 7.7725], [1.8373, 8.8818, 6.4201], [1.3732, 10.4126, 7.1763], [0.4348, 9.8151, 4.3928], [0.3444, 12.3191, 5.6243], [-0.9482, 11.2011, 5.9774], [0.0996, 11.7277, 3.1439], [-1.3452, 12.4674, 3.6610], [-3.4403, 10.9513, 3.7921], [-2.6252, 9.9331, 4.9231], [-3.2417, 9.2883, 3.4488], [-3.7510, 0.5297, -0.6363], [-2.5030, 0.8357, -1.2155], [-2.2135, 0.6596, -2.5783], [-1.0365, 1.5952, -2.9282], [-0.0737, 1.3925, -1.8851], [1.0156, 2.4086, -1.7058], [1.5906, 2.3448, -0.3212], [0.6173, 2.6203, 0.6339], [0.2635, 3.9464, 0.9087], [-4.4685, 1.3010, -0.9160], [-3.6011, 0.5434, 0.4433], [-4.1754, -0.4373, -0.9064], [-3.0365, 0.8318, -3.2719], [-1.8361, -0.3576, -2.6836], [-1.3354, 2.6417, -2.8685], [-0.7063, 1.3144, -3.9283], [-0.6343, 1.0883, -1.1020], [0.6868, 3.4407, -1.8269], [1.7867, 2.3154, -2.4706], [2.5224, 2.9070, -0.2584], [1.8346, 1.2875, -0.2181], [-0.4373, 3.8532, 1.7384], [-0.3648, 4.4099, 0.1481], [0.9932, 4.6567, 1.2975], [7.0470, 13.3560, 3.9649], [6.8733, 14.0566, 2.7361], [5.8992, 13.4224, 1.8426], [6.3728, 12.0386, 1.4002], [5.3213, 11.2092, 0.8518], [5.7332, 10.4188, -0.2633], [6.7638, 9.3081, -0.1033], [8.0479, 9.7711, 0.0485], [9.0660, 8.8058, 0.2339], [7.6120, 13.9989, 4.6398], [7.4187, 12.3415, 3.8207], [6.0613, 13.1794, 4.3955], [5.7320, 14.0473, 0.9654], [4.9139, 13.5460, 2.2922], [6.7286, 11.4023, 2.2106], [7.2488, 12.0244, 0.7518], [4.9134, 10.6693, 1.6017], [5.9901, 11.0274, -1.1304], [4.8337, 9.8289, -0.4398], [6.6520, 8.5195, -0.8475], [6.5694, 8.6462, 0.7406], [9.1744, 8.1170, -0.6039], [8.9113, 8.2348, 1.1494], [9.9356, 9.4472, 0.3770], [-14.7916, 0.7229, -0.1478], [-13.7082, 1.5295, -0.5197], [-12.6435, 1.4759, 0.4450], [-11.6980, 2.6274, 0.2750], [-10.9689, 2.6166, -1.0394], [-10.0434, 3.8173, -1.2269], [-9.7100, 3.8894, -2.7261], [-10.7649, 4.2581, -3.6790], [-11.2742, 5.5597, -3.4106], [-15.2666, 1.1186, 0.7499], [-14.4845, -0.3087, 0.0238], [-15.5386, 0.7452, -0.9412], [-12.1054, 0.5279, 0.4488], [-13.0228, 1.5017, 1.4666], [-10.9327, 2.4594, 1.0327], [-12.1052, 3.6226, 0.4536], [-11.6212, 2.7062, -1.8053], [-9.1378, 3.7289, -0.6268], [-10.3940, 4.8073, -0.9353], [-9.1884, 2.9853, -3.0401], [-8.8946, 4.6075, -2.8124], [-11.7289, 5.6884, -2.4283], [-12.0650, 5.7867, -4.1256], [-10.5170, 6.3410, -3.4749]],
  "forces_ev_per_angstrom": [[1.77, 0.22, -0.08], [-0.98, 0.08, 1.23], [0.64, -0.26, 0.35], [-0.32, -0.59, -1.24], [0.65, -0.25, -0.77], [0.69, 2.85, 0.53], [-1.66, 0.26, 0.93], [0.47, 0.01, -0.51], [-0.26, -1.29, 0.32], [0.01, -1.05, -0.22], [-0.82, 0.24, -0.83], [0.27, -0.25, 0.09], [-0.22, -0.35, -0.33], [-0.05, 0.27, -0.35], [0.07, -0.69, 0.09], [0.02, -0.22, 0.38], [0.11, 0.49, 0.04], [-0.06, -0.02, -0.03], [-0.32, -0.02, 0.01], [-0.10, 0.10, 0.06], [0.03, 0.21, -0.44], [0.11, -0.06, 0.28], [0.33, -0.10, -0.19], [-0.01, 0.16, 1.14], [-0.51, -0.19, -0.35], [-0.05, -0.21, -0.09], [0.08, 0.29, 0.25], [-0.04, 0.34, 0.00], [0.21, 0.14, -0.41], [-0.05, -0.09, 0.13], [0.08, 0.43, -0.47], [1.40, 0.81, 1.78], [0.34, 0.50, -0.71], [0.68, -1.19, -0.49], [-0.91, 0.67, 2.69], [-0.25, 0.22, 0.29], [-0.07, -0.45, 1.28], [0.34, -0.05, 0.25], [-1.07, 0.78, -1.68], [0.11, -1.16, -1.31], [0.83, -0.36, -0.53], [-0.20, 0.00, -0.10], [0.31, 0.11, -0.15], [-0.44, -0.53, 0.05], [-0.77, 0.40, -0.42], [0.44, -0.32, -0.61], [0.07, -0.05, 0.14], [-0.10, 0.10, -0.61], [-0.30, -0.36, -0.37], [-0.01, 0.13, -0.16], [0.52, -0.07, 0.67], [0.20, -0.08, 0.70], [-0.17, -0.40, -0.34], [-0.51, -0.12, 0.99], [0.05, 0.79, -0.22], [-0.09, 0.47, -0.19], [-0.03, 0.01, 0.16], [0.04, -0.09, -0.02], [-0.16, -0.15, -0.05], [-0.32, -0.03, -0.58], [-0.24, 0.06, -0.73], [-0.24, -1.95, 0.29], [-0.31, 0.26, -0.56], [1.36, 0.93, 0.21], [-0.10, 0.33, 0.83], [-0.31, 0.36, -1.97], [-0.78, 0.74, -1.08], [0.50, -0.22, 0.93], [0.19, 0.08, 0.05], [0.17, 0.18, -0.27], [-0.21, 0.33, 0.31], [0.65, -0.10, 0.36], [-0.05, -0.23, 0.09], [0.06, 0.09, 0.22], [0.18, -0.13, -0.26], [-0.46, -0.09, 0.43], [-0.22, -0.14, -0.03], [-0.19, -0.68, 0.23], [0.56, -0.43, 0.36], [-0.25, 0.22, 0.44], [0.48, -0.25, -0.22], [-0.60, 0.71, -0.50], [-0.06, -0.05, 0.35], [-0.14, 0.00, 0.52], [0.01, 0.69, 0.17], [1.76, 0.05, 0.28], [-1.23, -2.06, -1.37], [0.22, 1.70, -0.11], [0.43, -2.15, 1.43], [-1.31, -0.29, -1.30], [0.39, 0.84, -1.14], [0.09, -2.22, -0.46], [-0.15, -0.45, 0.51], [-0.72, -0.04, 0.65], [-0.03, 0.24, 0.33], [0.12, 0.11, -0.25], [0.31, 0.37, 0.09], [-0.61, -0.37, 0.46], [-0.10, -0.40, -0.19], [0.37, 0.69, -0.21], [0.31, -0.18, -0.04], [-0.07, 1.16, -0.42], [0.28, 0.31, 0.06], [0.36, 0.64, 0.21], [-0.70, 0.71, 0.20], [0.06, 0.27, 0.53], [0.22, 0.57, 0.78], [0.00, -0.16, -0.22], [1.41, -0.73, -0.91], [-1.98, 0.37, 0.68], [-0.48, 0.00, 1.65], [2.10, -0.15, -1.04], [-1.69, 0.02, 0.42], [0.76, -0.71, -0.03], [-0.70, 0.35, 1.10], [-0.48, 2.25, -0.86], [0.55, -1.09, -0.38], [-0.39, 0.11, -0.34], [0.20, 0.33, 0.10], [0.05, 0.09, -0.24], [0.28, -0.42, -0.23], [0.02, 0.25, 0.13], [0.39, -0.20, 0.37], [-0.07, 1.00, -0.12], [0.30, -0.66, -1.04], [0.01, -0.09, 0.15], [-0.12, -0.10, 0.31], [0.34, 0.46, 0.01], [-0.55, -0.15, -0.06], [0.16, -0.82, 0.56], [-0.37, 0.34, -0.26], [0.27, -0.42, 0.02], [0.70, -0.26, -0.25], [-1.03, 2.06, -0.66], [-0.22, -0.22, 1.42], [0.46, -0.47, -0.68], [1.02, 1.07, 0.36], [-0.61, -1.16, -0.01], [0.14, -0.40, -1.42], [0.56, -1.01, -1.39], [0.79, -0.35, 0.18], [-0.61, -0.47, 0.15], [0.02, 0.04, -0.45], [-0.07, 0.03, 0.47], [0.28, -0.41, 0.68], [-0.08, -0.82, 0.18], [-0.40, -0.09, -0.28], [0.33, 0.24, -0.13], [0.02, -0.17, 0.24], [0.35, 0.03, -0.27], [-0.49, -0.37, 0.26], [0.06, 0.96, 0.12], [-0.34, 0.62, 0.20], [-0.35, 0.55, 0.78], [-0.38, 0.47, 0.30], [-0.13, 0.11, 0.19], [-0.81, 0.15, -0.60], [0.26, 1.18, -0.87], [-1.30, -1.25, 0.28], [-0.16, 0.60, 1.22], [0.28, -0.32, 0.14], [0.52, -0.39, -0.50], [-0.29, -0.46, 0.35], [0.52, -0.10, -0.50], [0.07, -0.17, 0.12], [0.33, 0.29, 0.08], [0.13, -0.09, 0.45], [0.26, -0.17, 0.19], [0.04, -0.03, -0.24], [0.09, 0.38, 0.01], [0.27, -0.11, -0.24], [0.20, -0.11, -0.45], [-0.27, -0.07, 0.44], [0.43, 0.37, 0.67], [0.03, 0.03, -0.70], [-0.39, 0.40, -0.59], [-0.21, 0.16, 0.68], [-0.01, -0.18, -0.39], [0.21, -0.27, 0.19], [-0.18, 0.14, 0.24], [0.25, -0.49, -0.45], [-0.53, -0.34, -0.10], [-0.45, 0.35, 1.74], [-0.94, 0.54, -1.12], [0.36, 0.86, -0.32], [-0.08, -1.37, 0.87], [-0.75, -0.17, -1.83], [-0.45, 0.10, 1.62], [0.20, 0.43, 0.31], [-0.07, 0.04, -0.57], [0.45, 0.52, -0.32], [0.50, 0.02, 0.07], [-0.12, 0.07, -0.15], [0.00, -0.35, -0.01], [0.10, 0.19, -0.36], [0.15, -0.12, 0.18], [0.46, -1.42, 0.57], [-0.07, 0.32, -0.34], [-0.52, 0.38, 0.03], [0.28, -0.12, 0.14], [-0.16, 0.19, 0.68], [0.21, 0.52, -0.22], [0.44, 0.00, 0.17], [0.76, -0.16, -0.60], [-0.03, 0.29, -0.35], [-0.09, 0.31, 0.64], [0.53, 0.04, -0.37], [-0.60, -0.16, 0.78], [1.89, 0.00, -0.47], [-1.48, -0.17, -0.30], [0.16, -1.28, -0.99], [0.39, 0.15, 0.87], [-1.56, 0.10, 0.76], [-0.25, 0.05, 0.08], [-0.02, 0.06, -0.08], [0.23, -0.24, -0.23], [-0.34, 0.04, 0.21], [-0.14, -0.29, -0.36], [-0.50, 0.29, -0.62], [0.24, 0.22, -0.12], [0.87, 0.72, 0.82], [-0.70, 0.31, -0.27], [0.11, -0.49, 0.00], [-0.07, 0.41, 0.29], [0.24, -0.08, 0.59], [-0.07, -0.06, 0.19], [0.39, 0.09, -0.55], [0.79, -0.31, -0.48], [-1.20, 0.11, -0.58], [-0.33, -0.42, -0.89], [1.02, 0.70, 0.50], [-0.01, -0.91, 1.12], [0.02, 1.12, -0.36], [-0.90, -1.75, -0.09], [-0.34, -1.12, 0.95], [1.07, 0.66, -0.51], [-0.18, 0.94, 0.34], [0.22, -0.32, -0.19], [0.77, 0.23, 0.12], [-0.30, 0.19, 0.39], [0.80, 0.26, -0.14], [-0.18, -1.09, 0.54], [0.45, 0.73, 0.72], [-0.23, 0.68, -0.31], [-0.11, -0.22, -0.29], [-0.13, 0.12, 0.05], [-0.20, 0.03, -0.92], [0.20, 0.41, -1.24], [-0.65, 0.28, 1.02], [0.01, 0.07, -0.19], [-0.16, -0.17, 0.15], [0.34, -0.53, -0.17], [-0.27, 0.05, -0.07], [0.97, 0.07, 0.48], [-0.72, 0.26, -0.19], [1.49, 0.03, -1.21], [0.59, 1.58, 0.90], [-1.14, -1.34, -0.86], [0.81, 0.70, -0.16], [0.70, -0.25, 1.70], [-0.23, 0.07, -0.08], [-0.06, -0.06, 0.28], [0.01, -0.19, 0.05], [0.16, 0.00, -0.09], [0.13, -0.23, -0.72], [-0.51, 0.36, 0.19], [0.16, 0.16, 0.17], [-0.59, -0.06, 0.15], [-0.44, -0.20, 0.00], [0.21, -0.52, -0.24], [-0.87, 0.00, 0.28], [-0.86, -0.38, -0.29], [-0.04, 0.63, -0.12], [-0.04, -0.41, 0.24], [0.17, -0.23, -0.18], [0.36, -0.04, -0.22]],
  "e_above_lowest_kj_mol": 620.5,
  "orbital_gap_ev": 8.3490,
  "smiles": "CC1(C)CCCC(C)(C)N1O.CC1(C)CCCC(C)(C)N1O.COCCNCCOC.COCCNCCOC.COCCNCCOC.COCCNCCOC.COCCNCCOC.COCCNCCOC.COCCNCCOC.COCCNCCOC.COCCNCCOC",
  "lumo_ev": 0.05
}